[1]
C3H8FN2 | ωB97M-V/def2-TZVPD

The geometry in XYZ format:
```
14
C3H8FN2 ωB97M-V/def2-TZVPD
F 2.96 1.01 -0.59
N -0.80 0.44 0.24
N -1.05 -1.75 -0.30
C -0.37 -0.73 0.00
C -2.18 0.87 0.07
C 3.66 0.30 0.23
H -2.52 1.41 1.08
H 4.24 0.86 0.93
H -2.05 -1.81 -0.59
H -0.54 -2.62 -0.55
H -0.16 1.10 0.45
H -2.18 1.52 -0.83
H -2.97 0.08 -0.02
H 3.97 -0.67 -0.12
```

## Properties
Highest occupied orbital energy (alpha / beta): -15.79 / -11.48 eV
Total charge: +1
Frontier orbital gap (alpha / beta): 12.6 / 4.5 eV

These are the Löwdin partial charges, in e, on atoms 1 to 4: number 1, F, carries -0.0308; number 2, N, carries 0.0254; number 3, N, carries 0.1822; number 4, C, carries -0.0241

[2]
C3H8FN3 | ωB97M-V/def2-TZVPD

The geometry in XYZ format:
```
15
C3H8FN3 ωB97M-V/def2-TZVPD
F -0.79 -1.61 0.53
N 2.05 -0.89 -0.81
N 0.35 1.08 -0.22
N 1.37 0.64 0.80
C -1.11 0.80 0.01
C -1.50 -0.65 -0.34
C 1.60 -0.78 0.28
H 1.59 -0.25 -1.39
H -1.53 1.00 1.06
H -1.90 1.30 -0.70
H 0.69 1.99 -0.31
H -0.88 -0.77 -1.20
H -2.67 -0.76 -0.47
H 1.81 -1.57 1.10
H 0.91 0.49 1.66
```

## Properties
Highest occupied orbital energy: -9.39 eV
Frontier orbital gap: 10.2 eV

These are the Löwdin partial charges, in e, on atoms 1 to 4: number 1, F, carries -0.1310; number 2, N, carries 0.1017; number 3, N, carries -0.0885; number 4, N, carries 0.0224

[3]
C3H8FN3 | ωB97M-V/def2-TZVPD

The geometry in XYZ format:
```
15
C3H8FN3 ωB97M-V/def2-TZVPD
F 0.70 1.19 1.23
N 0.81 3.41 1.48
N 0.52 -2.87 -1.53
N -0.56 -1.12 -0.44
C 0.56 2.37 0.78
C 0.25 -2.12 -0.51
C -1.76 -0.76 -0.32
H 0.61 -2.47 0.46
H 0.17 2.37 -0.20
H -1.88 0.38 -0.38
H 0.54 4.31 1.23
H 0.24 -2.87 -2.50
H 1.23 3.27 2.49
H 1.09 -3.63 -1.50
H -2.53 -1.47 -0.29
```

## Properties
Highest occupied orbital energy: -18.65 eV
Total charge: +2
Frontier orbital gap: 10.2 eV

These are the Löwdin partial charges, in e, on atoms 1 to 4: number 1, F, carries 0.2069; number 2, N, carries 0.3170; number 3, N, carries 0.2527; number 4, N, carries 0.0677

[4]
C3H8FN3S | ωB97M-V/def2-TZVPD

The geometry in XYZ format:
```
16
C3H8FN3S ωB97M-V/def2-TZVPD
S -1.52 -2.06 0.28
F 2.15 -1.14 -0.75
N -2.24 1.17 -0.45
N -1.05 1.26 0.21
N -0.67 -0.85 -0.70
C 1.00 0.21 0.89
C -0.29 0.25 0.14
C 2.27 0.01 0.03
H 1.13 1.20 1.37
H -2.58 2.07 -0.68
H 0.88 -0.58 1.65
H -2.13 0.62 -1.25
H -2.79 -1.69 0.13
H 3.12 -0.09 0.71
H 0.24 -1.23 -0.94
H 2.47 0.84 -0.63
```

## Properties
Highest occupied orbital energy: -8.75 eV
Frontier orbital gap: 9.6 eV

These are the Löwdin partial charges, in e, on atoms 1 to 4: number 1, S, carries 0.7392; number 2, F, carries -0.0689; number 3, N, carries 0.0146; number 4, N, carries 0.0050

[5]
C3H8FNS | ωB97M-V/def2-TZVPD

The geometry in XYZ format:
```
14
C3H8FNS ωB97M-V/def2-TZVPD
S -2.00 -1.59 -1.46
F -0.98 -0.90 1.21
N 1.73 0.37 0.41
C -0.66 0.13 0.30
C 0.58 1.04 0.59
C -0.47 -0.51 -0.97
H -2.09 -2.31 -0.35
H -0.62 0.09 -1.87
H 0.45 1.90 -0.05
H 2.76 0.88 -0.18
H 0.40 -1.21 -0.87
H 1.77 -0.12 1.51
H 0.63 1.51 1.57
H -1.50 0.74 0.17
```

## Properties
Highest occupied orbital energy: -8.73 eV
Frontier orbital gap: 9.2 eV

These are the Löwdin partial charges, in e, on atoms 1 to 4: number 1, S, carries 0.6665; number 2, F, carries -0.0570; number 3, N, carries -0.1018; number 4, C, carries -0.4185

[6]
C3H8IN2OP | ωB97M-V/def2-TZVPD

The geometry in XYZ format:
```
16
C3H8IN2OP ωB97M-V/def2-TZVPD
I 4.00 -0.17 0.88
P 0.77 -1.24 1.71
O 1.48 -1.36 -0.86
N -0.16 -0.19 -2.01
N -0.45 -0.77 0.84
C -1.06 0.93 -1.77
C 0.55 -0.75 -1.22
C -1.50 0.17 1.37
H 0.80 -0.31 2.70
H -1.29 1.19 1.09
H -1.83 -0.03 2.44
H 4.71 -1.09 -0.72
H -0.80 1.36 -0.81
H -0.70 1.55 -2.59
H -2.39 -0.02 0.81
H -2.13 0.73 -1.86
```

## Properties
Highest occupied orbital energy: -9.10 eV
Frontier orbital gap: 8.1 eV

These are the Löwdin partial charges, in e, on atoms 1 to 4: number 1, I, carries 0.2384; number 2, P, carries 0.8114; number 3, O, carries -0.0719; number 4, N, carries 0.0662

[7]
C3H8INS | ωB97M-V/def2-TZVPD

The geometry in XYZ format:
```
14
C3H8INS ωB97M-V/def2-TZVPD
I -1.54 -0.99 3.57
S 0.03 -0.41 0.87
N -1.44 0.50 2.10
C 1.32 -0.10 -0.21
C 1.36 0.67 -1.47
C -1.21 -0.87 -0.29
H 2.28 0.11 0.27
H 0.90 1.64 -1.34
H -0.77 1.20 2.45
H 0.91 0.13 -2.37
H 2.48 0.74 -1.71
H -2.17 -1.14 0.14
H -1.28 0.05 -0.91
H -0.86 -1.53 -1.10
```

## Properties
Highest occupied orbital energy (alpha / beta): -7.79 / -7.79 eV
Frontier orbital gap (alpha / beta): 7.4 / 7.4 eV

These are the Löwdin partial charges, in e, on atoms 1 to 4: number 1, I, carries 0.5749; number 2, S, carries 0.7889; number 3, N, carries -0.7290; number 4, C, carries -0.4697

[8]
C3H8INS2 | ωB97M-V/def2-TZVPD

The geometry in XYZ format:
```
15
C3H8INS2 ωB97M-V/def2-TZVPD
I -1.13 -0.31 2.16
S -0.77 0.05 -1.20
S -0.15 2.33 0.46
N 2.44 0.47 0.02
C -2.26 -1.08 -1.30
C -1.20 0.90 0.29
C 2.88 -0.37 0.83
H 3.37 -1.24 0.51
H -1.82 -1.85 -1.93
H 0.94 1.67 1.03
H 2.72 -0.45 1.84
H -2.42 -1.61 -0.36
H -3.06 -0.32 -1.62
H 2.62 0.56 -0.94
H -2.14 1.23 0.22
```

## Properties
Highest occupied orbital energy: -8.63 eV
Frontier orbital gap: 8.7 eV

These are the Löwdin partial charges, in e, on atoms 1 to 4: number 1, I, carries 0.6704; number 2, S, carries 0.6692; number 3, S, carries 0.5721; number 4, N, carries 0.0273

Short version: energy relative to the best compared isomer or geometry (same formula, charge and spin) = 5.534 3.101 0.256 0.220 3.184 2.100 2.952 1.224 eV, in the order given.